Formula: C9H14
Source: OMol25
Level of theory: ωB97M-V/def2-TZVPD

Last column: natural (NBO) charge in e.
Cartesian coordinates (Å):
C (0.19806, -2.10058, -0.95110)  -0.6343
C (-0.69952, -0.98127, -0.56026)  0.0225
C (-0.97585, -1.04236, 0.78260)  -0.2434
C (-1.82891, 0.05442, 1.14699)  -0.1679
C (-2.30046, 1.06664, 0.26189)  -0.2500
C (-1.86633, 1.02366, -1.05676)  -0.1828
C (-1.11656, -0.00007, -1.52057)  -0.2386
H (0.70281, -2.70565, -0.20278)  0.2152
H (1.00617, -1.70542, -1.47753)  0.2133
H (-0.47090, -2.86589, -1.53899)  0.2118
H (-0.68308, -1.74597, 1.50822)  0.2216
H (-2.02215, 0.12432, 2.20141)  0.1979
H (-2.89013, 1.93442, 0.64262)  0.2202
H (-2.21224, 1.75612, -1.73457)  0.2057
H (-0.96773, -0.13154, -2.50153)  0.2087
C (3.32190, 0.34200, 1.30458)  -0.6137
C (3.28478, 1.60812, 0.30763)  -0.6015
H (2.28078, 0.09143, 1.66896)  0.2053
H (3.47066, -0.64163, 0.77862)  0.1995
H (4.00510, 0.46671, 2.07062)  0.2014
H (2.30547, 1.87160, 0.08866)  0.2038
H (3.70698, 2.40756, 0.80090)  0.2026
H (3.66571, 1.32057, -0.59453)  0.2027

- Lowest unoccupied orbital energy: 1.013 eV
- Relative energy (zero: lowest compared OMol25 entry of this formula, charge and spin): 1.922 eV
- SMILES: Cc1ccccc1.CC
- E_tot: -351.2595 Eh
- Kohn-Sham gap: 9.8405 eV

Formula: C4H9ClS2
Source: OMol25
Level of theory: ωB97M-V/def2-TZVPD

Last column: natural (NBO) charge in e.
Cartesian coordinates (Å):
C (-1.42754, -0.61278, 1.36169)  -0.6190
C (-0.81869, 0.51902, 0.49404)  -0.5130
C (1.78697, -0.09524, -0.36432)  -0.4259
C (-0.17459, 0.02855, -0.76848)  -0.2699
S (-0.28305, 1.16584, -2.20094)  -0.0043
S (-0.67665, -1.60213, -1.23978)  0.0088
Cl (2.57735, 1.41080, -0.53829)  0.0177
H (-2.32755, -0.89764, 0.88696)  0.2210
H (-0.59592, -1.39488, 1.44157)  0.2125
H (-1.82807, -0.19137, 2.38451)  0.2210
H (-1.55799, 1.34336, 0.12380)  0.2318
H (-0.26749, 1.13792, 1.25424)  0.2335
H (1.53893, -0.27960, 0.66733)  0.1948
H (2.12030, -1.04226, -0.80741)  0.2257
H (0.81371, 1.71545, -1.85165)  0.1185
H (-0.71047, -1.46060, -2.57116)  0.1469

- Lowest unoccupied orbital energy: 0.679 eV
- Relative energy (zero: lowest compared OMol25 entry of this formula, charge and spin): 2.471 eV
- E_tot: -1414.2755 Eh
- Kohn-Sham gap: 9.2886 eV

Formula: C32H54F3GaO13PS
Source: OMol25
Level of theory: ωB97M-V/def2-TZVPD

Last column: Mulliken charge in e.
Cartesian coordinates (Å):
C (-2.48887, -2.14911, 1.52099)  -0.4010
C (-2.37200, -2.87021, 0.15584)  -0.5253
S (-2.37213, -1.67684, -1.21064)  -0.1755
C (-0.77269, -0.80172, -1.14131)  1.2233
Ga (0.05171, -0.63975, -3.01040)  -0.1666
C (2.06024, -1.11636, -3.05382)  -0.6690
O (2.79990, -0.71371, -1.84690)  -0.3850
C (3.99023, -1.25641, -1.67238)  0.9072
F (4.76886, -0.44280, -0.93570)  -0.2969
F (3.93605, -2.43094, -0.98800)  -0.2892
F (4.66857, -1.52832, -2.80330)  -0.2460
P (-0.36279, 1.45174, -4.04187)  -0.0365
C (0.93659, 1.48951, -5.39905)  -0.9705
C (0.11324, 2.86234, -2.91511)  -0.0098
C (0.20360, 4.18193, -3.71593)  -1.2141
H (-1.74240, -1.36058, 1.52171)  -0.3735
H (-2.32548, -2.84254, 2.35089)  0.3493
H (-3.48586, -1.70325, 1.54390)  0.4012
H (-3.28836, -3.45584, 0.02282)  0.3467
H (-1.54157, -3.57639, 0.12957)  0.2696
H (-0.99526, 0.20155, -0.76978)  -0.8530
H (-0.10688, -1.26489, -0.41109)  -0.2799
H (-0.66750, -1.72336, -3.96741)  -0.3450
H (2.49284, -0.65116, -3.94604)  0.3296
H (2.17088, -2.19494, -3.20560)  0.4045
H (1.06048, 0.44644, -5.70031)  0.0094
H (0.63939, 2.09742, -6.25202)  0.4709
H (1.90196, 1.80875, -4.99087)  0.3266
H (1.07877, 2.72122, -2.41571)  0.2881
H (-0.68173, 3.00275, -2.17992)  -0.0724
H (-0.79559, 4.57831, -3.92106)  0.3254
H (0.74592, 4.96500, -3.17324)  0.3817
H (0.69518, 4.05054, -4.68231)  0.2615
O (0.50684, -2.41904, 1.55216)  -0.5306
C (0.93745, -1.85516, 2.51163)  0.3666
O (0.29668, -0.81604, 3.10483)  -0.1957
C (1.10220, -0.27067, 4.16334)  0.2550
C (2.05459, -1.39230, 4.55389)  -0.5289
C (2.24943, -2.12033, 3.22520)  -0.5761
H (1.62994, 0.60665, 3.78315)  0.2763
H (0.45727, 0.03819, 4.97810)  -0.3869
H (2.97720, -1.03086, 5.00506)  0.3723
H (1.56833, -2.05832, 5.26989)  0.2672
H (3.05874, -1.69001, 2.63359)  0.2231
H (2.40716, -3.18802, 3.34944)  0.3515
O (2.71176, 3.10565, -8.25494)  -0.6132
C (3.75463, 2.56920, -8.02154)  0.5973
O (4.50036, 2.82071, -6.92086)  -0.3872
C (5.73902, 2.09557, -6.99069)  -0.4532
C (5.47667, 0.94464, -7.95271)  -0.4846
C (4.45573, 1.55907, -8.90470)  -0.0970
H (6.51583, 2.77381, -7.35518)  0.2451
H (6.00669, 1.75825, -5.99193)  0.3580
H (6.37824, 0.57606, -8.44031)  0.3580
H (5.01868, 0.11177, -7.41744)  0.2041
H (4.93018, 2.08869, -9.73334)  0.3015
H (3.75415, 0.81801, -9.27907)  -0.0454
O (-0.51072, 2.09395, 5.91331)  -0.5746
C (-0.86483, 1.52653, 6.90603)  0.5060
O (-0.08792, 0.63180, 7.55546)  -0.3582
C (-0.82395, 0.02221, 8.64304)  -0.2248
C (-1.93579, 1.01392, 8.96319)  -0.3275
C (-2.20861, 1.63657, 7.59545)  -0.5393
H (-1.20223, -0.93757, 8.29724)  0.1810
H (-0.14896, -0.14496, 9.47402)  0.3233
H (-2.80339, 0.55168, 9.41988)  0.2674
H (-1.56322, 1.77849, 9.64748)  0.2373
H (-2.93841, 1.06111, 7.02356)  0.2481
H (-2.52064, 2.67550, 7.65796)  0.3171
O (-1.89751, -1.32674, 10.85110)  -0.5425
C (-2.65031, -2.21031, 10.55697)  0.5232
O (-2.87754, -2.57960, 9.27536)  -0.2885
C (-3.90470, -3.58688, 9.22131)  -0.4713
C (-3.91301, -4.21741, 10.60616)  -0.4989
C (-3.50555, -3.04157, 11.49127)  -0.5168
H (-4.85153, -3.10004, 8.97928)  0.2680
H (-3.66380, -4.29610, 8.43364)  0.3255
H (-4.87105, -4.66201, 10.86772)  0.3295
H (-3.15339, -4.99853, 10.66159)  0.2712
H (-4.36380, -2.44317, 11.80107)  0.2676
H (-2.93327, -3.34911, 12.36171)  0.3081
O (2.03404, -0.96235, -7.63567)  -0.4686
C (1.28955, -0.90744, -8.56569)  0.4331
O (1.67798, -1.12409, -9.85365)  -0.3911
C (0.57410, -0.87351, -10.73930)  -0.4092
C (-0.67519, -1.02223, -9.88073)  -0.5758
C (-0.17924, -0.55188, -8.51541)  -0.2722
H (0.67939, 0.13590, -11.14468)  0.2603
H (0.61101, -1.58797, -11.55971)  0.3100
H (-1.52606, -0.46083, -10.26280)  0.3350
H (-0.96307, -2.07367, -9.82537)  0.2691
H (-0.27000, 0.52854, -8.39344)  0.1909
H (-0.66905, -1.06126, -7.69017)  0.3447
O (-3.21514, 1.82378, -1.18204)  -0.4909
C (-2.96034, 2.35612, -0.14867)  0.3880
O (-3.30776, 3.65014, 0.13290)  -0.4143
C (-2.77065, 4.03315, 1.40632)  -0.4884
C (-2.53500, 2.72968, 2.15759)  -0.4492
C (-2.19742, 1.76824, 1.02167)  0.3038
H (-1.84293, 4.58678, 1.23847)  0.2677
H (-3.48343, 4.68607, 1.90805)  0.3347
H (-1.76203, 2.80685, 2.92118)  0.2487
H (-3.45893, 2.41231, 2.64607)  0.2737
H (-1.13346, 1.77489, 0.78132)  0.3569
H (-2.52530, 0.75108, 1.21645)  -0.2504

- Charge: -1
- Lowest unoccupied orbital energy: 1.406 eV
- E_tot: -5193.8653 Eh
- Kohn-Sham gap: 4.5927 eV

Formula: C17H15NO5S2
Source: OMol25
Level of theory: ωB97M-V/def2-TZVPD

Last column: natural (NBO) charge in e.
Cartesian coordinates (Å):
C (-4.70491, -0.99285, 0.87515)  -0.6470
C (-3.29355, -0.50143, 0.19989)  -0.1183
O (-2.47972, -1.74790, -0.01711)  -0.4997
C (-1.38870, -1.52549, 0.78427)  0.8092
O (-1.06372, -0.60927, 1.53745)  -0.5790
C (-0.51283, -2.67131, 0.38931)  -0.5122
C (0.89996, -2.34952, 0.59577)  0.1764
C (1.72340, -2.59098, 1.81490)  -0.4532
S (3.23191, -1.75477, 1.63629)  0.3594
C (2.73519, -1.41955, -0.12129)  -0.0613
S (3.99809, -0.64166, -1.02087)  0.2370
C (2.86360, -0.05778, -2.48770)  -0.3937
C (1.47299, 0.40350, -1.75090)  0.1025
C (0.45380, -0.18446, -2.42194)  -0.3276
C (-0.94159, 0.34408, -1.98889)  0.7506
O (-1.83507, 0.14589, -2.64531)  -0.5219
O (-1.00902, 1.31549, -0.90254)  -0.4728
C (0.07483, 1.72553, -0.48479)  0.4722
C (-0.20457, 2.68473, 0.83374)  -0.2933
C (0.98942, 3.24257, 1.40904)  0.2695
O (0.76765, 3.92073, 2.51837)  -0.6411
C (2.23302, 2.87955, 1.10133)  -0.2834
C (2.49756, 2.14914, -0.36957)  -0.1277
C (1.50614, 1.40975, -0.81396)  -0.2891
N (1.65018, -1.98025, -0.45164)  -0.4957
H (-4.61060, -1.31791, 2.07795)  0.2245
H (-5.15753, -1.77259, 0.21111)  0.2190
H (-5.59993, -0.05909, 0.88628)  0.2119
H (-3.42180, -0.04911, -0.85022)  0.2127
H (-2.96169, 0.27598, 0.78640)  0.2162
H (-0.64191, -2.85534, -0.45934)  0.2105
H (-0.78440, -3.43769, 1.06289)  0.2402
H (1.34834, -3.04043, 2.76019)  0.2478
H (2.77501, -0.77630, -3.09367)  0.1933
H (3.43501, 0.65326, -2.80041)  0.2012
H (0.41817, -0.77118, -3.39909)  0.2601
H (-1.08992, 2.92187, 0.92239)  0.1727
H (-0.05420, 4.01972, 2.69463)  0.4640
H (3.16153, 3.43844, 1.42052)  0.2314
H (3.51988, 1.57661, -0.43862)  0.2346

- Lowest unoccupied orbital energy: -0.417 eV
- Relative energy (zero: lowest compared OMol25 entry of this formula, charge and spin): 11.927 eV
- SMILES: CCOC(=O)Cc1csc(SCc2cc(=O)oc3cc(O)ccc23)n1
- E_tot: -1883.7394 Eh
- Kohn-Sham gap: 7.4352 eV